1.
182
Properties=species:S:1:pos:R:3:lowdin_charge:R:1 method="wB97M-V/def2-TZVPD" e_homo_ev=-9.80 charge=0 total_energy_ev=-2050561.8884
Br -2.2183 -11.9651 -26.6278 0.76
C -2.0464 -13.7406 -27.2410 -0.70
C -3.3584 -14.3358 -26.6809 -0.77
Br -3.4550 -16.1928 -27.1379 0.69
H -1.1425 -14.1373 -26.8342 0.03
H -2.0239 -13.7553 -28.2934 0.04
H -4.2147 -13.8687 -27.1454 0.04
H -3.3334 -14.2021 -25.5720 0.04
Br -12.5168 -11.7903 -20.8983 0.70
C -12.9152 -13.0865 -19.5402 -0.67
C -11.9786 -14.2633 -19.8001 -0.66
Br -12.2251 -15.6545 -18.4399 0.64
H -13.9705 -13.2594 -19.6718 0.03
H -12.7190 -12.6545 -18.5545 0.05
H -10.9978 -13.8730 -19.6983 0.02
H -12.1837 -14.5910 -20.7918 0.03
Br -16.0006 -12.5722 -22.6035 0.66
C -17.3320 -14.0226 -22.5225 -0.71
C -16.8655 -15.1551 -23.3721 -0.75
Br -18.3795 -16.3157 -23.4931 0.72
H -18.2941 -13.5629 -22.8798 0.06
H -17.5215 -14.3323 -21.4917 0.05
H -15.9877 -15.6346 -22.9539 0.03
H -16.4700 -14.7855 -24.3825 0.03
Br -8.8335 -13.9941 -24.2893 0.78
C -8.5346 -13.6039 -22.4082 -0.65
C -8.7137 -12.1411 -22.2103 -0.60
Br -8.1358 -11.6702 -20.3145 0.54
H -7.4906 -13.8295 -22.2822 0.02
H -9.2245 -14.1777 -21.7770 0.06
H -9.7295 -11.8071 -22.2665 0.01
H -8.0464 -11.5095 -22.7499 0.03
Br -15.1686 -22.5490 -21.2115 0.60
C -13.7480 -22.7046 -19.8877 -0.70
C -12.5662 -21.7582 -19.8498 -0.72
Br -11.3913 -21.8132 -21.3271 0.66
H -13.4077 -23.7382 -20.0124 0.05
H -14.2164 -22.6337 -18.9175 0.03
H -11.8949 -22.0339 -19.0610 0.03
H -12.9620 -20.7484 -19.7628 0.05
Br -5.6505 -18.9509 -19.0377 0.66
C -6.1689 -20.8209 -19.2880 -0.65
C -7.4607 -20.8049 -20.1299 -0.64
Br -7.6818 -22.7369 -20.6478 0.59
H -6.3071 -21.3339 -18.3924 0.03
H -5.3414 -21.2298 -19.8392 0.04
H -7.4336 -20.1638 -21.0273 0.04
H -8.3464 -20.5289 -19.5263 0.00
Br -4.4863 -19.1748 -22.9876 0.70
C -4.1986 -19.2888 -24.8688 -0.75
C -5.4312 -19.1897 -25.6111 -0.75
Br -5.1182 -19.6629 -27.4223 0.78
H -3.7044 -20.2873 -25.1262 0.08
H -3.5421 -18.4291 -25.0531 0.02
H -5.8418 -18.1849 -25.5440 0.05
H -6.1343 -19.9547 -25.3684 -0.02
Br -3.9337 -14.4779 -17.6781 0.65
C -5.7646 -14.9267 -18.1369 -0.70
C -6.5693 -14.7371 -16.8847 -0.67
Br -8.4925 -14.9978 -17.2721 0.62
H -5.7401 -15.9808 -18.4306 0.01
H -6.1248 -14.1746 -18.9144 0.07
H -6.4752 -13.6997 -16.5400 0.05
H -6.4428 -15.3886 -16.0507 0.04
Br -16.3798 -16.0197 -15.8631 0.64
C -15.9188 -17.8788 -15.4929 -0.68
C -16.1943 -18.7540 -16.6779 -0.75
Br -15.1726 -20.3505 -16.5923 0.70
H -16.4956 -18.1913 -14.6689 0.04
H -14.8148 -17.8331 -15.2879 0.03
H -15.9730 -18.2370 -17.6171 0.03
H -17.2540 -18.9873 -16.6732 0.06
Br -12.1145 -11.8636 -25.1798 0.62
C -12.5979 -13.4454 -24.1891 -0.76
C -12.7202 -14.6401 -25.0966 -0.75
Br -14.2621 -14.5841 -26.1947 0.71
H -13.5822 -13.1940 -23.7698 -0.03
H -11.7828 -13.6589 -23.5160 0.01
H -12.7682 -15.4978 -24.3857 0.05
H -11.8492 -14.7256 -25.7967 0.03
Br -9.3436 -18.6278 -30.6185 0.62
C -8.0963 -17.9861 -29.3167 -0.72
C -8.6877 -17.8130 -27.9023 -0.66
Br -10.2336 -16.5825 -27.7918 0.58
H -7.7493 -17.0449 -29.7577 0.06
H -7.3033 -18.6876 -29.2206 -0.01
H -7.8448 -17.5051 -27.2029 0.06
H -9.1412 -18.7834 -27.5299 0.04
Br -13.7259 -19.0803 -28.1602 0.66
C -14.5488 -18.7044 -26.4606 -0.70
C -13.4287 -18.9434 -25.4580 -0.75
Br -13.9139 -18.4231 -23.6881 0.79
H -15.4559 -19.2349 -26.2265 0.06
H -14.9535 -17.6709 -26.4950 0.04
H -12.5892 -18.2305 -25.6194 0.03
H -12.9641 -19.9689 -25.5293 0.07
Br -9.6767 -20.3845 -16.9108 0.63
C -11.1525 -19.3162 -16.0644 -0.62
C -10.4488 -18.1036 -15.5136 -0.68
Br -11.7916 -16.8605 -14.8421 0.67
H -11.7002 -19.9652 -15.4045 0.05
H -11.8507 -19.0187 -16.8095 0.02
H -9.9227 -17.5771 -16.3255 0.02
H -9.8468 -18.3453 -14.7002 0.03
Br -8.6304 -11.8932 -14.3516 0.58
C -10.4660 -12.2060 -15.0347 -0.69
C -11.1030 -13.4285 -14.4623 -0.73
Br -12.9532 -13.4067 -14.9669 0.63
H -10.3949 -12.1495 -16.1003 0.04
H -10.9958 -11.3311 -14.7001 0.04
H -11.1567 -13.4111 -13.3430 0.08
H -10.6949 -14.3367 -14.8043 -0.05
C -4.7073 -13.1977 -22.5703 -0.04
C -5.3532 -13.4119 -23.8037 -0.09
C -5.5278 -12.3697 -24.6909 -0.06
C -4.9085 -11.2507 -24.3749 -0.17
C -4.1850 -10.9861 -23.2199 -0.01
C -4.1462 -11.9330 -22.2613 -0.05
N -5.0866 -10.1010 -25.3473 -0.34
O -4.3916 -9.1065 -25.2267 0.05
O -6.0026 -10.0352 -26.1264 0.08
H -4.5557 -14.1015 -21.9667 0.11
H -5.8107 -14.3679 -24.0263 0.07
H -5.9320 -12.5054 -25.6125 0.10
H -3.6381 -10.1142 -23.0604 0.11
H -3.5742 -11.8144 -21.3540 0.11
C -9.7453 -20.3742 -24.9004 -0.07
C -9.7269 -21.0096 -26.1068 -0.08
C -8.5890 -21.7397 -26.5558 0.01
C -7.5548 -21.8436 -25.6633 -0.13
C -7.6167 -21.2574 -24.3566 -0.05
C -8.6767 -20.5099 -23.9582 -0.07
N -6.2415 -22.4461 -26.1348 -0.37
O -6.2384 -23.0932 -27.1167 0.12
O -5.3022 -22.0722 -25.4391 0.00
H -10.7076 -19.9165 -24.6203 0.09
H -10.5674 -20.9233 -26.8080 0.11
H -8.7273 -22.1460 -27.5513 0.13
H -6.6633 -21.2340 -23.6406 0.13
H -8.6190 -19.8984 -23.0796 0.08
C -1.2086 -17.9277 -21.0072 -0.06
C -0.5434 -17.9091 -22.2099 -0.08
C -0.5587 -16.7833 -22.9627 -0.01
C -1.1717 -15.6639 -22.4220 -0.16
C -1.8601 -15.6600 -21.2655 -0.03
C -1.9792 -16.8369 -20.5682 -0.04
N -0.9738 -14.3857 -23.1478 -0.32
O -0.8665 -14.4180 -24.3439 0.08
O -0.8707 -13.4114 -22.3764 0.07
H -1.2455 -18.7940 -20.3906 0.10
H 0.0003 -18.7621 -22.5831 0.11
H 0.1449 -16.6372 -23.8230 0.15
H -2.1984 -14.7316 -20.8795 0.10
H -2.5053 -16.9391 -19.6684 0.07
C -18.7578 -18.3446 -20.0449 -0.10
C -18.2907 -17.3246 -19.2211 -0.05
C -17.0397 -16.7664 -19.5225 -0.05
C -16.2366 -17.3961 -20.4195 -0.17
C -16.6298 -18.5423 -21.1615 0.00
C -17.9866 -18.9155 -21.0012 -0.10
N -14.9111 -16.8201 -20.6962 -0.35
O -13.9889 -17.5441 -20.9038 -0.02
O -14.9163 -15.5981 -20.7778 0.04
H -19.7190 -18.7393 -19.7832 0.11
H -19.0372 -16.9262 -18.5310 0.12
H -16.6521 -15.9733 -18.9490 0.08
H -16.0133 -18.9113 -21.9773 0.05
H -18.3452 -19.7468 -21.6527 0.13
C -10.1341 -17.9889 -20.3355 -0.07
C -10.7716 -17.9198 -21.5762 -0.07
C -10.0321 -17.6431 -22.7312 -0.01
C -8.7152 -17.1956 -22.5147 -0.15
C -8.0370 -17.2192 -21.2585 0.01
C -8.7547 -17.7380 -20.1695 -0.10
N -7.8070 -16.9245 -23.6428 -0.36
O -8.1837 -17.2463 -24.7649 0.02
O -6.7998 -16.2900 -23.4028 -0.01
H -10.6653 -18.2692 -19.4210 0.08
H -11.7980 -18.2537 -21.6876 0.05
H -10.5305 -17.7131 -23.7034 0.11
H -7.0066 -16.9528 -21.3065 0.09
H -8.2730 -17.8857 -19.2844 0.02



2.
95
Properties=species:S:1:pos:R:3:lowdin_charge:R:1 method="wB97M-V/def2-TZVPD" e_above_lowest_kcal_mol=0.00 e_homo_ev=-7.51 charge=0 smiles=c1cc[nH]c1.c1cc[nH]c1.c1cc[nH]c1.c1cc[nH]c1.c1cc[nH]c1.CCO.CCO.CCO.CCO.CCO total_energy_ev=-49687.8460
N 2.0437 5.0787 -4.0373 0.00
C 1.8075 3.8878 -4.6665 -0.14
C 1.7342 2.9162 -3.6989 -0.12
C 1.9005 3.5518 -2.4409 -0.11
C 2.0556 4.8949 -2.6836 -0.14
H 2.1861 5.9476 -4.5179 0.14
H 1.7990 3.7943 -5.7382 0.10
H 1.5666 1.8708 -3.9073 0.08
H 1.7557 3.0971 -1.4735 0.09
H 2.1761 5.7302 -2.0161 0.10
N -2.3851 -5.0216 1.1799 0.02
C -3.3067 -4.5522 0.2681 -0.13
C -2.6546 -3.6832 -0.5517 -0.12
C -1.2875 -3.6384 -0.1568 -0.10
C -1.1579 -4.4922 0.9092 -0.14
H -2.5408 -5.7789 1.8210 0.15
H -4.3250 -4.8940 0.3325 0.11
H -3.1037 -3.1836 -1.3949 0.08
H -0.5047 -3.0354 -0.5865 0.09
H -0.3122 -4.7866 1.5057 0.11
N 1.7947 0.0319 -1.0222 0.03
C 0.4467 0.2805 -1.0443 -0.14
C -0.0916 -0.2511 0.0885 -0.11
C 0.9570 -0.8887 0.8154 -0.09
C 2.1123 -0.6493 0.1068 -0.14
H 2.4385 0.2915 -1.7523 0.11
H 0.0180 0.8305 -1.8658 0.10
H -1.1295 -0.2476 0.3853 0.08
H 0.9546 -1.3996 1.7638 0.07
H 3.1373 -0.8720 0.3486 0.10
N -1.8631 2.2241 5.8402 0.00
C -2.2276 1.3653 4.8429 -0.14
C -1.4148 1.5955 3.7595 -0.10
C -0.5439 2.6574 4.1128 -0.11
C -0.8322 3.0188 5.4043 -0.14
H -2.3065 2.3283 6.7331 0.14
H -2.9948 0.6237 4.9845 0.10
H -1.4947 1.0698 2.8225 0.08
H 0.2015 3.1529 3.5128 0.08
H -0.4008 3.7927 6.0146 0.10
N -3.9216 -0.3452 -4.3184 0.01
C -3.0554 -1.3002 -3.8579 -0.14
C -2.4178 -0.7926 -2.7458 -0.13
C -2.9026 0.5315 -2.5607 -0.11
C -3.8458 0.7739 -3.5275 -0.12
H -4.4588 -0.4518 -5.1594 0.14
H -2.9326 -2.2580 -4.3340 0.12
H -1.6539 -1.3346 -2.2142 0.08
H -2.5872 1.2036 -1.7791 0.10
H -4.3797 1.6640 -3.8101 0.11
C 3.0624 0.9429 3.2743 -0.08
C 3.6728 0.8674 4.6503 -0.32
O 2.6191 0.6323 5.5901 -0.08
H 3.8666 1.0208 2.5368 0.06
H 2.3936 1.8003 3.2046 0.07
H 2.4778 0.0613 3.0204 0.06
H 4.1653 1.8046 4.9219 0.11
H 4.3929 0.0405 4.6772 0.10
H 2.9337 0.8161 6.4786 0.07
C -4.4274 -0.8454 0.8056 -0.08
C -3.9329 -1.4694 2.0825 -0.30
O -2.5126 -1.4396 2.1932 -0.11
H -5.5210 -0.8894 0.7842 0.08
H -4.0377 -1.3545 -0.0740 0.05
H -4.1511 0.2089 0.7688 0.08
H -4.2991 -2.4927 2.2189 0.10
H -4.3088 -0.9015 2.9369 0.11
H -2.1510 -2.0301 1.5153 0.05
C 5.3953 1.0919 -0.2853 -0.10
C 5.6470 1.1991 -1.7722 -0.31
O 4.6308 0.4859 -2.4725 -0.09
H 5.3046 0.0573 0.0443 0.07
H 4.4327 1.5558 -0.0466 0.07
H 6.1693 1.6371 0.2541 0.08
H 6.6275 0.7891 -2.0286 0.11
H 5.5956 2.2555 -2.0512 0.11
H 4.3586 0.9581 -3.2635 0.08
C -0.5118 1.0887 -7.4724 -0.09
C -1.0233 0.1586 -6.4009 -0.33
O -0.8380 0.7849 -5.1439 -0.09
H 0.4651 1.4988 -7.2033 0.07
H -1.1783 1.9381 -7.6244 0.07
H -0.3950 0.5792 -8.4312 0.07
H -0.5176 -0.8118 -6.4295 0.11
H -2.0919 -0.0056 -6.5970 0.10
H -1.3915 0.3503 -4.4824 0.02
C 0.9226 -3.3118 5.2078 -0.09
C 0.0797 -3.0797 3.9702 -0.33
O -0.2747 -1.6918 3.9685 -0.10
H 1.8140 -2.6840 5.1978 0.07
H 1.2594 -4.3548 5.2130 0.07
H 0.3560 -3.1126 6.1142 0.07
H -0.8332 -3.6697 4.0919 0.11
H 0.6646 -3.2627 3.0670 0.09
H -0.9628 -1.5650 3.3007 0.03



3.
73
Properties=species:S:1:pos:R:3:lowdin_charge:R:1 method="wB97M-V/def2-TZVPD" e_above_lowest_kcal_mol=47.47 e_homo_ev=-7.81 charge=0 total_energy_ev=-57477.8701
P -2.4613 1.7171 -2.0573 0.67
P -2.4052 -0.1585 0.9140 0.78
C -3.7963 0.5564 -1.5457 -0.41
C -3.9486 0.5194 -0.0173 -0.41
H -3.5726 -0.4321 -1.9743 0.08
H -4.7133 0.9240 -2.0240 0.08
H -4.1631 1.5203 0.3880 0.08
H -4.7757 -0.1716 0.2205 0.07
C -3.4472 -1.3489 1.8701 -0.31
H -2.8693 -1.8407 2.6663 0.05
H -3.9060 -2.1182 1.2375 0.03
H -4.2257 -0.7106 2.3270 0.06
C -1.8492 0.6184 2.5396 -0.33
H -2.3676 0.1300 3.3772 0.03
H -2.0269 1.6994 2.5827 0.02
H -0.7746 0.3939 2.6333 0.01
C -1.8664 1.0993 -3.6651 -0.26
H -0.9677 1.6553 -3.9586 0.03
H -2.6567 1.2450 -4.4214 0.05
H -1.6202 0.0304 -3.5661 0.04
C -3.3654 3.2500 -2.4708 -0.25
H -3.4840 3.8644 -1.5680 0.04
H -4.3592 2.9826 -2.8672 0.05
H -2.8023 3.8154 -3.2292 0.05
Pb -0.7326 1.7948 -0.1611 1.06
C -1.5492 -3.1492 0.2808 -0.16
C -2.5035 -3.8620 -0.3692 -0.12
C -2.2495 -4.8597 -1.4494 -0.19
C -0.7970 -5.4249 -1.5047 -0.19
C 0.1290 -4.7632 -2.4677 -0.12
C 0.2264 -3.4485 -2.7118 -0.10
C -0.3770 -2.3628 -1.8456 -0.18
C -0.3051 -2.6551 -0.3302 -0.23
C 0.7354 1.9947 -1.8509 -0.33
H -1.6754 -2.8944 1.3344 0.08
H -3.5440 -3.7617 -0.0814 0.08
H -2.5447 -4.4363 -2.4134 0.11
H -2.9188 -5.7243 -1.2834 0.11
H -0.3769 -5.4318 -0.4870 0.12
H -0.8676 -6.4792 -1.7934 0.10
H 0.7703 -5.4701 -3.0130 0.10
H 0.8180 -3.0681 -3.5548 0.10
H -1.4213 -2.1451 -2.1187 0.10
H 0.2008 -1.4387 -2.0342 0.10
H 0.5886 -3.2545 -0.0964 0.13
H -0.0843 -1.7115 0.1828 0.04
H 1.5819 2.5025 -1.3602 -0.03
H 0.3456 2.6438 -2.6453 -0.02
H 1.0869 1.0135 -2.1860 -0.01
C 3.2163 2.7642 3.9286 -0.08
C 3.8153 1.6003 3.1579 -0.16
C 3.8659 1.7634 1.6121 -0.29
C 4.9477 2.7697 1.1450 -0.18
C 4.7844 4.2068 1.5930 -0.10
C 4.1940 0.4050 0.9952 -0.39
O 5.2425 0.0722 0.4719 0.10
N 3.1300 -0.4787 1.1159 0.18
C 1.7898 -0.1273 1.3416 -0.54
O 0.9807 -0.9819 1.7125 0.00
N 1.4803 1.1807 1.0918 0.04
C 2.4699 2.1089 1.0486 -0.46
O 2.2541 3.2285 0.5473 -0.02
H 3.9675 3.5361 4.1227 0.06
H 2.8415 2.4043 4.8938 0.08
H 2.3775 3.2191 3.3855 0.08
H 4.8501 1.4050 3.4822 0.13
H 3.2377 0.6925 3.3845 0.11
H 5.9300 2.3810 1.4636 0.12
H 4.9530 2.7532 0.0450 0.12
H 5.0522 4.3410 2.6452 0.06
H 5.4412 4.8362 0.9837 0.08
H 3.7505 4.5286 1.4242 0.07
H 3.3161 -1.4578 0.9765 0.16



Number 1: maximum force 4.05 eV/Å, HOMO-LUMO gap 0.3243 hartree. Number 2: maximum force 1.66 eV/Å, HOMO-LUMO gap 0.3024 hartree. Number 3: maximum force 2.94 eV/Å, HOMO-LUMO gap 0.2649 hartree.